1.
DFT (ωB97M-V/def2-TZVPD) results for a structure of composition C7H14N2O4 in a non-equilibrium geometry.

Each line ends with the natural charge from an NBO analysis.
Cartesian coordinates (Å):
C1 0.808551 0.571125 2.176992  -0.1505
C2 0.945132 0.074112 0.760959  0.6713
C3 0.596293 -0.550342 3.247980  -0.6249
C4 0.130631 0.393021 -1.470161  -0.2011
C5 -0.201156 1.648510 -2.357465  0.7769
C6 -0.573088 -0.739053 -2.013430  0.0079
C7 0.092074 -2.195676 -1.869388  -0.7240
H1 0.140435 2.758995 2.727290  0.4337
H2 -0.819927 1.003213 3.143578  0.3866
H3 1.941705 0.921337 2.226743  0.2268
H4 -0.422027 -1.085374 2.886858  0.1915
H5 1.335624 -1.311072 3.219094  0.2420
H6 0.560462 -0.309403 4.293259  0.2277
H7 -0.863848 1.126144 0.459088  0.4585
H8 1.108148 0.061839 -1.572133  0.2647
H9 -0.506341 -0.574368 -3.043228  0.2063
H10 -1.734807 -0.785730 -0.665237  0.4611
H11 -1.227536 -2.725340 -1.785562  0.2504
H12 0.789209 -2.598898 -2.988763  0.2404
H13 1.190206 -2.065322 -0.711622  0.2863
H14 -2.229825 1.124125 -2.360546  0.5023
N1 -0.133311 1.645430 2.401293  -0.9145
N2 0.058247 0.685006 -0.042284  -0.6289
O1 1.866293 -0.685461 0.473569  -0.6332
O2 0.593801 2.580875 -2.626044  -0.5338
O3 -1.901294 -0.743810 -1.548456  -0.7026
O4 -1.543650 1.776117 -2.962383  -0.7211

Atoms 1-6, force components in eV/Å:
C 4.224 0.907 2.050
C -0.335 0.256 1.044
C -2.278 -1.151 -2.622
C -0.307 2.662 0.467
C 0.527 4.183 -1.708
C 0.314 -3.216 -0.362

Output
- largest force on an atom (eV/Å) = 5.24
- ΔE to the lowest compared entry with this formula, charge and spin (kJ/mol) = 810.9
- E (Ha) = -685.3200
- gap between HOMO and LUMO (eV) = 9.88
- highest occupied orbital energy (Ha) = -0.3547

2.
DFT (ωB97M-V/def2-TZVPD) results for a cluster of 9 separate species, C29H87ClN7O8 in total in a non-equilibrium geometry.

Each line ends with the Mulliken charge.
Cartesian coordinates (Å):
C1 1.174115 0.529616 -0.149093  -0.4623
O1 1.310363 -0.786120 -0.628192  -0.1563
H1 1.671260 0.604607 0.862294  -0.1126
H2 1.677351 1.214954 -0.856980  0.2665
H3 0.100157 0.761061 -0.224184  0.3157
C2 -5.436780 3.479863 -3.288967  -1.3683
C3 -5.534383 3.485152 -4.791838  0.1864
C4 -5.906258 2.080371 -5.280452  -0.8678
O2 -4.805193 1.204664 -5.020180  -0.1613
C5 -5.330305 -0.132397 -5.027213  -0.7753
N1 -6.627546 4.457447 -5.301686  -0.2854
H4 -7.600124 4.173442 -5.105483  0.3782
H5 -6.481053 5.333320 -4.772624  0.3860
H6 -6.521042 4.742885 -6.290343  0.3809
H7 -6.327659 3.170525 -2.734163  0.3836
H8 -5.104611 4.437250 -2.895805  0.4467
H9 -4.653035 2.770945 -3.037809  0.3083
H10 -4.570224 3.753351 -5.204790  0.2334
H11 -6.053387 2.072604 -6.376801  0.4125
H12 -6.845326 1.732987 -4.811667  0.4843
H13 -5.878022 -0.408935 -4.134684  0.3877
H14 -4.551453 -0.883889 -5.073321  0.0917
H15 -5.948005 -0.340520 -5.948454  0.3878
C6 -1.853901 -2.301914 5.633632  -1.2648
C7 -1.849730 -0.967238 4.945507  0.1410
C8 -2.811810 -0.862043 3.722682  0.1714
O3 -3.101616 0.490300 3.553688  -0.4137
C9 -4.383291 0.684185 2.920708  -0.6548
N2 -2.069704 0.217242 5.824997  -0.1171
H16 -1.337665 0.231553 6.527654  0.3691
H17 -2.140600 1.081889 5.209430  0.3971
H18 -3.023898 0.139685 6.219992  0.3378
H19 -2.858896 -2.715455 5.818434  0.3838
H20 -1.392332 -2.129722 6.591146  0.3991
H21 -1.313563 -3.017183 5.019479  0.2598
H22 -0.849541 -0.884008 4.477068  -0.0693
H23 -3.696411 -1.435584 3.931333  0.5496
H24 -2.252268 -1.309732 2.869214  -0.3831
H25 -5.192126 0.274466 3.517415  0.3721
H26 -4.436259 0.217095 1.937975  0.1561
H27 -4.629800 1.744427 2.792866  0.2917
C10 3.565487 -3.186357 5.049384  -1.5890
C11 3.138551 -2.248817 3.954447  0.7919
C12 4.178170 -1.292843 3.405019  -0.8970
O4 3.469741 -0.595732 2.427503  -0.1670
C13 4.175143 0.619089 2.227050  -1.0265
N3 2.817086 -3.050458 2.691445  -0.0529
H28 1.751818 -3.302052 2.697042  0.0130
H29 2.966648 -2.388329 1.876195  0.2847
H30 3.368570 -3.934396 2.613120  0.4015
H31 4.524923 -3.641090 4.799197  0.4029
H32 2.855272 -4.020885 5.182541  0.4133
H33 3.587410 -2.725566 6.034656  0.3902
H34 2.235085 -1.713620 4.247563  0.0047
H35 4.985249 -1.852563 2.906373  0.2793
H36 4.608339 -0.725133 4.237565  0.5221
H37 3.696397 1.378046 2.870577  0.2428
H38 4.052575 0.909858 1.182113  0.2282
H39 5.231060 0.462432 2.481981  0.5701
C14 5.108488 4.926884 9.052304  -1.5190
C15 3.944948 5.400472 8.219149  0.2771
C16 3.223480 4.375400 7.403297  -0.7175
O5 2.217121 4.931049 6.624547  -0.3701
C17 2.546371 5.823769 5.592142  -0.7272
N4 2.954789 6.069518 9.133809  -0.2442
H40 2.863672 5.596288 10.043305  0.3870
H41 3.258057 7.040218 9.350257  0.3882
H42 2.003946 6.099266 8.673410  0.3664
H43 4.739677 4.198338 9.806915  0.4094
H44 5.636097 5.774268 9.486624  0.4240
H45 5.831191 4.381587 8.448542  0.3822
H46 4.338485 6.142679 7.560741  0.2876
H47 2.710178 3.651965 8.081734  0.3315
H48 3.967236 3.839771 6.808210  0.4293
H49 1.702982 5.859898 4.913285  0.2480
H50 3.376496 5.476155 4.947201  0.3403
H51 2.764198 6.820676 5.952544  0.3067
C18 4.991363 -1.418570 -1.150879  -1.2523
C19 4.205505 -2.209781 -2.167901  0.2363
C20 3.385880 -1.445736 -3.193230  -0.4567
O6 4.269394 -1.076785 -4.220423  -0.5073
C21 3.940470 0.013377 -5.103019  -0.5942
N5 5.179912 -3.083576 -2.974995  -0.1733
H52 5.372012 -2.533559 -3.809745  0.3592
H53 6.007690 -3.305851 -2.413993  0.3566
H54 4.883123 -3.995644 -3.283491  0.3537
H55 4.288936 -1.098103 -0.391206  0.0593
H56 5.535352 -0.575296 -1.560557  0.3941
H57 5.732249 -2.081476 -0.637287  0.4388
H58 3.487911 -2.833467 -1.641071  0.2966
H59 2.965083 -0.586318 -2.679518  0.3564
H60 2.563320 -2.052224 -3.575342  0.3183
H61 2.975746 0.383645 -4.845032  0.1340
H62 3.984182 -0.342841 -6.130047  0.2775
H63 4.625160 0.817141 -4.888212  0.3114
C22 -1.875410 -1.432910 -2.707353  -1.0200
C23 -2.416268 -1.624988 -1.310212  0.5649
C24 -3.441607 -2.788824 -1.296035  -0.8821
O7 -3.823685 -3.077831 0.020423  -0.2068
C25 -4.452044 -4.316978 0.189605  -0.8255
N6 -1.290481 -1.846679 -0.382993  -0.3503
H64 -1.629066 -1.621607 0.593298  -0.1866
H65 -1.060997 -2.792365 -0.254225  0.3117
H66 0.452374 -1.275133 -0.584338  0.3956
H67 -2.671371 -1.061504 -3.336343  0.1417
H68 -1.469330 -2.368341 -3.036228  0.3558
H69 -1.060553 -0.703339 -2.723370  -0.0245
H70 -3.023554 -0.770465 -0.940204  0.2468
H71 -2.961948 -3.712637 -1.704698  0.4521
H72 -4.299735 -2.480791 -1.969609  0.3192
H73 -5.088538 -4.577587 -0.658620  0.3307
H74 -5.119809 -4.302847 1.054859  0.2489
H75 -3.754953 -5.138667 0.377682  0.3116
C26 -0.196239 -3.220697 -6.503633  -0.9857
C27 -0.996845 -2.190969 -7.350098  0.1002
C28 -0.489948 -0.759182 -7.136520  -0.8225
O8 -0.603064 -0.468198 -5.741866  -0.0632
C29 -0.527315 0.947142 -5.395380  -0.8797
N7 -0.853621 -2.498969 -8.879063  -0.3010
H76 -1.357285 -1.786428 -9.451608  0.3709
H77 0.121684 -2.463133 -9.197677  0.3806
H78 -1.201308 -3.482096 -9.075800  0.3986
H79 -0.359863 -3.073652 -5.432005  0.0257
H80 0.872931 -3.113729 -6.727862  0.3435
H81 -0.538308 -4.241037 -6.714506  0.4672
H82 -2.044372 -2.265974 -7.115171  0.2995
H83 -1.016808 -0.048777 -7.773786  0.4259
H84 0.565740 -0.826014 -7.442156  0.3980
H85 -1.368044 1.492023 -5.861055  0.3336
H86 0.373949 1.410302 -5.766432  0.3850
H87 -0.684823 0.993185 -4.302699  0.1827
Cl1 -0.063140 -3.096173 2.799051  -0.7494

Atoms 1-6, force components in eV/Å:
C 0.102 -0.150 -0.160
O 0.770 -0.917 -0.484
H -1.002 0.256 -0.835
H -0.007 -0.155 0.380
H 0.310 0.415 0.824
C 0.169 0.433 0.534

Output
- largest force on an atom (eV/Å) = 3.03
- E (Ha) = -2600.7195
- net charge = +5
- gap between HOMO and LUMO (eV) = 8.55
- highest occupied orbital energy (Ha) = -0.6326

3.
DFT (ωB97M-V/def2-TZVPD) results for an isolated molecule of C5H8O2.

Each line ends with the natural charge from an NBO analysis.
Cartesian coordinates (Å):
C1 -1.037353 -1.008183 -0.973246  -0.6288
C2 0.045610 -0.779850 0.069885  -0.2571
C3 -0.170625 0.402925 1.095485  0.0897
O1 -1.303840 1.202317 0.938778  -0.6996
C4 1.143693 1.009504 0.606888  0.0091
O2 0.934464 1.247508 -0.788100  -0.5046
C5 1.322320 -0.064037 -0.370939  0.0524
H1 -0.984306 -2.015548 -1.396755  0.2141
H2 -0.945957 -0.289049 -1.793799  0.2165
H3 -2.027900 -0.874092 -0.526707  0.2260
H4 0.279285 -1.698936 0.618603  0.2118
H5 -0.146012 0.063786 2.134340  0.1862
H6 -1.205869 1.620741 0.069630  0.4761
H7 1.860689 1.644155 1.118037  0.2041
H8 2.235801 -0.461243 -0.802099  0.2040

Atoms 1-6, force components in eV/Å:
C -0.018 -0.009 -0.060
C -0.055 -0.072 -0.028
C 0.140 -0.141 0.199
O 0.005 0.152 -0.204
C 0.082 0.193 0.267
O -0.023 0.067 -0.094

Output
- largest force on an atom (eV/Å) = 0.36
- ΔE to the lowest compared entry with this formula, charge and spin (kJ/mol) = 218.7
- E (Ha) = -345.7216
- gap between HOMO and LUMO (eV) = 10.91
- structure (SMILES) = C[C@@H]1[C@H](O)[C@@H]2O[C@H]12
- highest occupied orbital energy (Ha) = -0.3633

E of number 3 (C5H8O2)?
-345.7216 Ha

Which value of highest occupied orbital energy does entry 2 give?
-0.6326 Ha